1.
77
Properties=species:S:1:pos:R:3:forces:R:3:mulliken_charge:R:1 method="wB97M-V/def2-TZVPD" total_charge=+1
C 0.110 1.957 3.110 0.33 -0.11 0.70 -0.980
N -0.562 1.211 1.972 0.74 -0.27 1.60 0.626
O -1.844 1.710 1.828 -0.63 0.48 -0.80 -0.402
C 0.262 1.266 0.730 0.81 0.77 -1.60 -0.660
C 0.365 2.674 0.062 0.73 0.07 -0.72 -0.143
F -0.856 3.169 -0.427 0.92 -0.47 0.98 -0.320
C -0.706 -0.217 2.470 -0.80 -1.45 0.66 -0.550
O -1.284 -1.052 1.478 1.46 0.23 0.51 -0.353
C -0.593 -2.288 1.428 1.23 -3.01 0.09 0.321
C -0.787 -3.252 2.500 0.97 -0.13 -1.17 -0.121
C -0.063 -4.514 2.504 0.38 1.17 -1.39 -0.490
C 0.849 -4.840 1.428 -0.92 1.78 -0.37 -0.430
C 1.030 -3.896 0.325 -1.31 0.35 1.98 -0.575
C 0.311 -2.638 0.340 -0.28 -0.44 1.00 -0.275
H 1.184 1.646 3.134 -0.97 0.46 0.07 0.340
H -0.418 1.637 4.044 0.59 0.22 -0.80 0.395
H -0.025 3.060 3.024 0.21 -0.93 -0.37 0.380
H -2.061 2.266 2.617 0.18 -0.52 -0.39 0.467
H 1.308 0.977 1.024 -1.04 0.23 -0.16 0.303
H -0.054 0.539 -0.057 -0.34 0.46 1.07 0.193
H 0.889 3.447 0.687 -0.87 -0.65 -0.31 0.344
H 1.022 2.542 -0.846 -0.55 -0.04 0.93 0.278
H 0.278 -0.620 2.832 -0.69 0.60 -0.58 0.521
H -1.416 -0.164 3.343 0.69 0.25 -0.80 0.385
H -1.496 -3.024 3.325 0.59 -0.17 -0.72 0.374
H -0.201 -5.224 3.348 0.05 0.65 -0.79 0.358
H 1.397 -5.805 1.404 -0.52 0.85 0.11 0.383
H 1.715 -4.145 -0.507 -0.65 0.36 0.76 0.400
H 0.457 -1.929 -0.504 -0.17 -0.55 0.70 0.326
F -2.447 0.212 -6.135 0.00 -0.05 -0.03 -0.311
C -2.186 1.157 -5.219 0.09 0.35 0.32 0.312
C -2.186 0.819 -3.878 -0.02 -0.24 0.10 -0.574
C -1.911 1.796 -2.929 0.06 0.14 -0.32 -0.194
C -1.649 3.102 -3.335 0.04 0.03 0.08 -0.556
C -1.657 3.428 -4.686 -0.03 -0.22 0.13 -0.462
C -1.922 2.450 -5.635 0.00 0.06 -0.24 -0.398
H -2.401 -0.201 -3.583 -0.01 0.02 -0.06 0.440
H -1.901 1.542 -1.877 -0.09 0.01 -0.07 0.455
H -1.439 3.865 -2.596 -0.04 -0.04 -0.07 0.451
H -1.457 4.445 -5.000 -0.02 -0.07 -0.01 0.389
H -1.923 2.683 -6.693 -0.03 -0.05 0.03 0.419
F 4.255 4.242 0.945 -0.08 -0.02 0.14 -0.336
C 4.376 4.096 -0.389 0.10 -0.07 -0.62 0.337
C 5.497 3.472 -0.904 0.17 -0.11 0.18 -0.457
C 5.617 3.318 -2.280 -0.25 0.13 0.01 -0.354
C 4.620 3.799 -3.123 0.04 -0.04 -0.08 -0.504
C 3.501 4.428 -2.591 0.16 -0.13 0.03 -0.391
C 3.376 4.573 -1.215 -0.26 0.07 0.15 -0.383
H 6.267 3.112 -0.233 -0.04 0.03 0.00 0.424
H 6.487 2.825 -2.695 -0.03 0.04 0.06 0.374
H 4.717 3.682 -4.195 -0.01 0.02 0.07 0.383
H 2.726 4.806 -3.247 0.03 -0.01 0.06 0.402
H 2.507 5.053 -0.782 0.07 0.07 0.00 0.511
F 1.303 -6.111 -1.352 0.00 -0.23 0.01 -0.249
C 1.425 -6.221 -2.692 0.06 -0.11 -0.73 0.347
C 2.543 -6.837 -3.223 0.18 -0.08 0.22 -0.451
C 2.664 -6.953 -4.602 -0.22 0.14 0.00 -0.391
C 1.672 -6.442 -5.431 0.03 -0.02 -0.08 -0.531
C 0.556 -5.821 -4.884 0.20 -0.10 0.04 -0.394
C 0.428 -5.714 -3.505 -0.20 0.15 0.17 -0.276
H 3.309 -7.221 -2.561 -0.05 0.00 0.00 0.398
H 3.532 -7.440 -5.029 -0.03 0.03 0.06 0.362
H 1.770 -6.530 -6.507 -0.01 0.00 0.07 0.370
H -0.215 -5.420 -5.531 0.02 -0.03 0.06 0.362
H -0.439 -5.241 -3.060 0.03 -0.03 0.02 0.442
F -2.691 2.756 4.132 0.21 0.39 -0.16 -0.412
C -3.360 2.156 5.158 -0.68 -0.61 0.93 0.477
C -2.675 1.839 6.315 0.41 0.12 -0.19 -0.255
C -3.357 1.231 7.361 -0.20 -0.04 -0.12 -0.548
C -4.710 0.941 7.230 0.00 -0.01 0.04 -0.462
C -5.383 1.262 6.058 0.21 -0.01 0.14 -0.448
C -4.705 1.879 5.015 -0.05 0.14 -0.44 -0.405
H -1.618 2.066 6.395 -0.04 0.06 0.05 0.415
H -2.834 0.984 8.277 0.01 0.03 -0.07 0.376
H -5.240 0.463 8.046 0.03 0.04 -0.05 0.391
H -6.436 1.032 5.955 0.06 0.05 -0.03 0.380
H -5.214 2.145 4.097 0.02 0.00 0.02 0.432

=====

2.
44
Properties=species:S:1:pos:R:3:forces:R:3:mulliken_spin:R:1 method="wB97M-V/def2-TZVPD" spin_multiplicity=4 s_squared=3.78 total_charge=+2
C -5.825 -2.414 2.513 -2.43 -1.01 1.09 0.000
C -6.326 -1.470 3.623 0.15 0.12 -0.02 0.000
C -6.893 -2.512 1.405 0.12 0.07 -0.13 0.000
C -5.578 -3.815 3.108 0.20 0.00 -0.05 0.000
Cl -4.325 -1.785 1.834 1.04 0.43 -0.47 -0.001
H -7.849 -2.903 1.801 0.56 0.18 -0.02 0.000
H -6.558 -3.185 0.606 -0.07 0.14 0.15 0.000
H -7.088 -1.524 0.970 0.04 -0.20 0.08 0.000
H -7.269 -1.838 4.069 0.48 0.03 -0.35 0.000
H -6.513 -0.466 3.220 0.04 -0.20 0.09 0.000
H -5.583 -1.390 4.426 -0.15 -0.01 -0.16 0.000
H -6.505 -4.236 3.542 0.37 0.38 -0.27 0.000
H -4.825 -3.769 3.904 -0.15 -0.02 -0.16 0.000
H -5.225 -4.507 2.333 -0.07 0.14 0.16 0.000
C 0.307 2.159 -0.783 -1.01 1.66 0.04 0.071
C -0.644 1.485 -1.628 -0.41 1.16 -0.62 -0.118
C -1.802 1.179 -0.824 0.00 0.88 -0.08 0.013
H -0.565 1.365 -2.705 -0.03 0.01 0.29 0.014
C -1.614 1.766 0.471 0.38 -0.46 -0.43 0.103
C -0.332 2.369 0.506 0.11 0.09 -1.26 0.037
H 0.077 2.971 1.314 -0.03 -0.38 -0.18 0.006
H 1.216 2.657 -1.116 -0.08 -0.40 0.13 0.014
H -2.745 0.793 -1.206 0.38 -0.32 0.20 0.001
H -2.329 1.743 1.291 0.18 -0.13 -0.19 0.003
C 1.505 -1.893 0.102 0.31 0.38 -0.93 0.054
C 1.694 -1.080 -1.079 0.32 -2.06 -0.72 0.054
C 0.476 -1.185 -1.865 0.95 -1.32 -0.92 -0.143
H 2.656 -0.732 -1.448 -0.30 0.26 0.19 0.014
C -0.466 -1.957 -1.098 0.72 -0.72 -0.19 0.022
C 0.191 -2.410 0.099 -0.35 0.71 -0.49 0.076
H -0.246 -3.051 0.864 0.03 0.29 -0.19 0.002
H 2.290 -2.138 0.809 -0.31 0.21 -0.12 0.009
H 0.388 -0.915 -2.912 -0.10 0.02 0.25 0.010
H -1.408 -2.349 -1.479 -0.01 0.54 0.31 -0.001
Tc 0.116 0.084 -0.288 -1.16 -0.12 4.55 2.490
C 1.570 1.788 3.409 -0.13 0.50 0.16 0.023
S 1.190 0.551 2.186 -0.26 -0.34 -0.63 0.208
C 2.313 -0.684 2.767 0.46 -0.62 0.28 -0.001
H 0.985 2.686 3.264 -0.11 0.13 0.00 0.003
H 2.627 2.018 3.353 0.15 0.09 -0.02 0.010
H 1.325 1.340 4.362 -0.06 0.09 0.30 0.009
H 2.647 -0.380 3.754 0.06 -0.15 0.04 0.002
H 1.797 -1.636 2.842 0.09 -0.07 0.12 0.007
H 3.170 -0.753 2.100 0.08 -0.01 0.15 0.007

=====

3.
20
Properties=species:S:1:pos:R:3:forces:R:3:mulliken_charge:R:1 method="wB97M-V/def2-TZVPD" smiles="C[C@H]1CC(=O)[C@H](O)CC1=O"
C 0.443 0.963 -2.258 0.12 0.06 0.13 -1.619
C 0.445 0.556 -0.799 -1.24 -2.42 -0.22 0.408
C -0.613 1.186 0.053 -1.58 -0.98 2.32 -0.932
C -1.259 0.059 1.139 1.02 2.94 0.36 0.415
O -2.414 0.047 1.447 -0.03 -0.32 -0.37 -0.541
C -0.147 -0.732 1.837 -0.27 -0.66 -0.35 -0.005
O 0.880 0.057 2.395 -0.21 0.14 0.00 -0.552
C 0.295 -1.634 0.671 -1.06 -0.34 0.04 -0.905
C -0.115 -0.966 -0.644 3.88 0.58 -1.93 0.618
O -0.529 -1.552 -1.610 -0.72 -0.02 0.64 -0.567
H 0.734 2.007 -2.364 0.05 0.03 -0.06 0.419
H 1.135 0.332 -2.817 -0.01 0.11 -0.05 0.375
H -0.547 0.833 -2.695 0.02 -0.02 0.07 0.346
H 1.447 0.616 -0.369 -0.04 -0.07 0.03 0.310
H -1.473 1.534 -0.514 0.09 0.17 0.02 0.348
H -0.244 1.933 0.757 -0.17 0.36 -0.23 0.390
H -0.554 -1.315 2.667 -0.02 0.12 -0.13 0.437
H 1.375 0.496 1.700 0.09 0.06 -0.12 0.368
H 1.374 -1.827 0.689 -0.11 0.15 -0.18 0.351
H -0.233 -2.594 0.715 0.18 0.10 0.05 0.337

=====

4.
7
Properties=species:S:1:pos:R:3:forces:R:3:mulliken_spin:R:1 method="wB97M-V/def2-TZVPD" spin_multiplicity=3 s_squared=2.02
O -2.177 1.698 -0.020 -0.57 -0.05 0.67 0.193
O -0.436 -0.020 0.381 -3.35 0.61 1.15 0.273
O 2.706 -1.355 0.777 1.06 -1.10 2.17 0.323
S -1.870 0.409 0.535 3.28 -0.93 -2.45 0.241
S 2.093 -0.825 -0.394 -0.74 0.40 -2.18 0.627
Cl -2.926 -1.027 -0.729 0.25 0.51 0.77 0.297
Cl 2.611 1.121 -0.551 0.08 0.57 -0.12 0.047

=====

Across the entries above, ΔE to the lowest compared entry with this formula, charge and spin takes the values 0.00, 0.72, 24.55, 1.78 kcal/mol, respectively.